# 1
The following is a quantum chemistry calculation of C38H36Br2ClMnN8O3 as an isolated structure, from OMol25.

```
89
Properties=species:S:1:pos:R:3:forces:R:3
Mn 0.96715 -1.60873 -1.41066 0.362 0.086 0.352
O 4.93875 -0.49627 -1.75853 0.006 0.014 0.173
C 3.72885 -0.55313 -1.74764 0.058 0.062 -0.039
N 2.87943 -1.11640 -0.83223 -0.336 0.179 -0.203
C 3.37420 -1.72295 0.29355 0.038 -0.036 0.094
O 4.49844 -1.73276 0.73990 0.038 0.021 -0.156
C 2.29541 -2.48430 1.03232 0.069 0.114 -0.020
C 2.63947 -3.42674 1.98583 0.073 0.016 0.140
C 1.62930 -4.11639 2.62952 0.021 -0.057 0.058
C 0.30800 -3.80300 2.33344 -0.035 0.021 0.072
C 0.05738 -2.83978 1.37736 0.030 0.218 0.114
N 1.03235 -2.20585 0.70925 -0.524 -0.491 -0.508
C 2.96326 -0.00996 -2.92617 0.059 0.058 -0.055
C 3.54360 0.92832 -3.76321 0.012 0.020 -0.104
C 2.81282 1.40311 -4.83752 0.048 0.040 -0.001
C 1.53709 0.89842 -5.05331 0.031 0.039 -0.045
C 1.04521 -0.04854 -4.17872 0.025 -0.168 -0.016
N 1.73744 -0.49226 -3.12312 -0.701 -0.345 0.103
H 3.68860 -3.58482 2.19581 -0.023 -0.013 -0.015
H 1.86366 -4.87812 3.36393 -0.015 0.044 -0.035
H -0.51666 -4.29500 2.83450 0.060 0.045 -0.021
H -0.95700 -2.54598 1.13882 0.034 -0.062 -0.041
H 4.55108 1.25386 -3.54868 0.012 0.014 -0.001
H 3.22989 2.15010 -5.50237 -0.018 -0.047 0.034
H 0.93168 1.22776 -5.88727 0.029 -0.013 0.030
H 0.06555 -0.48296 -4.33055 0.017 0.002 0.019
Br -4.00301 -6.36197 -1.60519 -0.089 -0.095 -0.011
C -2.72156 -5.00401 -1.50798 0.010 -0.156 -0.023
C -3.10686 -3.69510 -1.29751 -0.019 0.206 0.080
C -2.11568 -2.73080 -1.25732 -0.034 -0.001 0.055
N -0.81809 -3.00288 -1.40445 0.119 0.554 -0.573
C -0.46004 -4.27922 -1.57036 0.250 -0.168 0.068
C -1.37936 -5.30974 -1.64295 0.004 -0.137 0.050
C 1.00376 -4.53337 -1.67316 -0.547 -0.179 0.045
C 1.58136 -5.71913 -1.26619 -0.025 -0.185 -0.020
C 2.95725 -5.84809 -1.38876 -0.142 -0.115 0.077
Br 3.80057 -7.40141 -0.78075 0.051 -0.110 0.031
C 3.69641 -4.82588 -1.94792 0.080 0.164 -0.143
C 3.02262 -3.67393 -2.31310 0.149 -0.059 -0.140
N 1.70944 -3.51409 -2.15010 0.366 0.625 0.269
H -4.14641 -3.42508 -1.17093 0.051 -0.001 -0.012
H -2.37564 -1.69479 -1.07835 0.001 -0.096 -0.013
H -1.05889 -6.32766 -1.81796 -0.021 0.038 0.015
H 0.98553 -6.51314 -0.83753 0.044 0.021 -0.002
H 4.76697 -4.90069 -2.07624 -0.033 0.009 0.005
H 3.56198 -2.84096 -2.74165 0.035 -0.008 0.043
C -3.04665 0.53196 1.40837 0.030 -0.001 -0.020
C -3.35633 2.01662 1.68880 0.060 -0.043 -0.041
C -3.75573 2.12290 3.16730 0.004 0.003 0.044
C -4.55823 2.41993 0.82417 -0.021 -0.004 0.005
C -2.10403 2.93473 1.41541 -0.033 -0.137 -0.018
O -0.92948 2.33957 1.97819 -0.117 -0.099 -0.030
C -2.31181 4.34189 1.99319 0.026 0.051 0.086
C -1.25557 5.41599 1.68172 0.037 0.017 0.045
C 0.14744 5.04724 2.10066 0.019 0.029 0.028
C 0.46022 4.90663 3.45122 0.021 -0.028 0.060
C 1.72171 4.49886 3.86087 -0.084 0.015 0.051
C 2.69273 4.23666 2.90652 0.008 -0.005 -0.005
Cl 4.26794 3.70833 3.40599 -0.035 0.013 -0.010
C 2.42138 4.40758 1.56033 -0.052 0.017 -0.083
C 1.15146 4.81599 1.16895 0.094 0.015 -0.018
C -1.76843 3.10156 -0.06873 0.101 -0.299 -0.048
N -1.39803 1.85551 -0.74603 -0.172 0.349 -0.084
C -0.36221 1.05885 -0.49783 -0.045 0.088 0.165
N -0.39471 0.03168 -1.32766 0.276 -0.405 0.094
C -1.49402 0.26963 -2.09449 -0.010 0.215 -0.090
N -2.13274 1.37128 -1.77823 0.308 -0.082 0.282
H -3.81587 -0.08604 1.87982 0.037 0.044 -0.058
H -2.07844 0.23938 1.81872 -0.055 0.012 0.009
H -3.06550 0.30582 0.33960 0.032 0.025 0.038
H -4.51967 1.37534 3.38810 0.019 0.036 -0.001
H -4.17640 3.09771 3.41475 0.016 -0.019 0.005
H -2.91206 1.92777 3.83763 -0.048 0.004 -0.040
H -5.42950 1.83159 1.12473 0.051 0.032 -0.021
H -4.38397 2.22036 -0.23637 0.002 0.016 0.061
H -4.82783 3.47240 0.94071 0.012 -0.056 0.001
H -0.88034 2.53506 2.91999 0.016 0.067 -0.021
H -2.36686 4.23930 3.07950 -0.034 0.013 -0.013
H -3.28355 4.71728 1.66811 -0.021 0.010 0.052
H -1.56348 6.30977 2.22917 0.009 0.042 -0.051
H -1.27067 5.69065 0.62503 0.008 0.009 0.025
H -0.29341 5.12463 4.20386 0.054 -0.019 -0.046
H 1.95772 4.39243 4.91260 -0.015 0.009 -0.061
H 3.19803 4.22596 0.82768 -0.039 0.017 0.036
H 0.95275 4.96858 0.11183 0.013 -0.020 0.051
H -0.92213 3.77783 -0.15138 -0.007 -0.069 -0.047
H -2.60643 3.51575 -0.61748 -0.048 0.014 -0.082
H 0.36022 1.23888 0.28279 -0.051 0.001 -0.049
H -1.81287 -0.36948 -2.90395 0.016 0.055 0.072
```
Forces are in eV/Å.

2S+1: 2
Net charge: +1
Orbital gap (alpha / beta), eV: 7.59 / 7.47
HOMO (alpha / beta), eV: -10.774 / -10.620
Electronic energy, Ha: -8892.5591
Strongest force on any atom, eV/A: 0.9
Expectation value of S²: 0.93

These are the Mulliken partial charges, in e, on atoms 1 to 8: atom 1 (Mn): 0.3773, atom 2 (O): -0.6208, atom 3 (C): -0.1122, atom 4 (N): 0.5711, atom 5 (C): 0.0589, atom 6 (O): -0.6352, atom 7 (C): 0.2463, atom 8 (C): -0.7478

=====

# 2
The following is a quantum chemistry calculation of one molecule with the formula C2H3NO2 in a non-equilibrium geometry, from OMol25.

```
8
Properties=species:S:1:pos:R:3:forces:R:3
C -0.61318 0.36509 0.32945 2.932 2.579 0.919
N 0.00363 -0.74549 0.05230 -2.548 1.413 0.493
O -0.76736 -1.75871 -0.02288 1.551 -1.589 -0.826
C 1.45149 -0.75298 -0.24346 1.334 2.731 1.272
O 2.11855 0.27415 -0.02959 -2.044 -4.204 -1.087
H -1.65412 0.41479 0.31412 -1.412 -0.545 0.058
H -0.08138 1.28633 0.69815 -0.180 -1.266 -0.918
H 1.69925 -1.79010 -0.58775 0.367 0.880 0.090
```
Forces are in eV/Å.

Orbital gap (alpha / beta), eV: 8.16 / 8.16
HOMO (alpha / beta), eV: -9.193 / -9.191
Electronic energy, Ha: -283.1192
SMILES string: C=[N+]([O-])C=O
Strongest force on any atom, eV/A: 4.8
ΔE to the lowest compared entry with this formula, charge and spin, kJ/mol: 364.5

Charges obtained by Mulliken population analysis, quoted in units of e: atom 1 (C): -0.4112, atom 2 (N): 0.3989, atom 3 (O): -0.6370, atom 4 (C): 0.1894, atom 5 (O): -0.4556, atom 6 (H): 0.3275, atom 7 (H): 0.2316, atom 8 (H): 0.3563

=====

# 3
The following is a quantum chemistry calculation of C32H38F6N9O4S2V as an isolated structure in a non-equilibrium geometry, from OMol25.

```
92
Properties=species:S:1:pos:R:3:forces:R:3
V -0.70863 -0.47809 0.95282 0.685 2.302 2.332
C -3.25890 1.34619 0.46349 -0.421 -0.165 0.161
C -3.45559 0.55722 1.75579 -0.392 0.573 -0.143
N -2.74384 -0.71803 1.70684 -0.229 -0.313 0.436
C -3.37440 -1.68675 0.81582 -0.242 -0.196 -0.189
C -2.76467 -1.59294 -0.55635 -0.081 -0.164 0.004
C -3.43447 -1.94748 -1.70970 0.095 -0.005 -0.259
C -2.73438 -1.98989 -2.91256 0.284 0.030 0.495
C -1.36879 -1.72172 -2.89107 -0.305 -0.181 -0.116
C -0.76637 -1.35920 -1.70385 0.024 -0.016 0.171
C 0.70068 -1.10208 -1.52954 -0.016 -0.253 -0.545
N 0.85970 -0.08344 -0.48323 0.561 0.143 0.062
C 0.76227 1.29154 -1.03195 0.657 0.377 0.069
C -1.52831 2.17466 -1.03944 0.127 0.025 -0.303
N -1.83622 1.49658 0.20365 0.415 -0.004 0.721
N -1.46177 -1.24210 -0.55612 -1.813 -1.603 -3.269
H -3.76639 2.32100 0.55420 0.024 -0.271 -0.054
H -3.69452 0.80128 -0.38129 -0.074 0.140 0.054
H -4.53467 0.39849 1.91240 0.206 0.090 0.048
H -3.06250 1.14422 2.59033 -0.157 -0.142 -0.100
H -2.69982 -1.09218 2.65090 0.038 0.005 -0.129
H -4.46855 -1.57042 0.77981 0.201 -0.052 -0.023
H -3.15025 -2.69603 1.18429 -0.060 0.156 0.017
H -4.48335 -2.20282 -1.67037 -0.058 0.000 0.037
H -3.23427 -2.26530 -3.82610 -0.038 -0.015 -0.148
H -0.78115 -1.80436 -3.79038 0.138 0.057 -0.124
H 1.18250 -0.76271 -2.47254 -0.209 -0.381 0.414
H 1.16708 -2.03566 -1.19043 -0.029 0.151 0.029
H 1.79843 -0.15354 -0.09559 -0.165 -0.069 0.038
H 1.95296 2.73917 -2.04069 0.009 0.112 0.099
H 0.78100 1.95691 -0.15901 -0.089 -0.098 -0.265
H -2.40998 2.17132 -1.69064 0.108 0.062 0.140
H -1.22654 3.22215 -0.86515 -0.112 -0.200 0.039
H -1.42064 2.01063 0.97719 -0.119 0.307 -0.102
F 3.34041 2.93884 3.58260 0.043 0.009 0.068
C 2.35886 3.60013 2.95691 0.185 -0.065 0.094
F 2.84016 4.04707 1.79649 -0.408 -0.237 0.085
F 1.99599 4.62816 3.70047 -0.251 -0.170 -0.106
S 0.99189 2.34940 2.67523 1.545 0.442 0.012
O 1.68476 1.30080 1.95478 0.205 0.081 -0.098
O -0.07166 2.95959 1.94231 -0.493 0.681 -0.247
N 0.65828 1.96170 4.15825 -0.249 0.232 0.017
S -0.80536 1.36760 4.26899 0.014 -0.153 1.157
O -1.87812 2.29488 4.20047 -0.370 0.452 0.238
O -0.92333 0.19950 3.43096 -0.070 -0.733 -0.484
C -0.78549 0.68306 6.02066 0.209 -0.219 0.188
F 0.32535 -0.04065 6.21762 0.044 0.078 -0.144
F -1.82706 -0.12887 6.19449 0.004 0.256 -0.384
F -0.82624 1.63161 6.93602 -0.027 0.241 -0.261
N -0.09236 1.68425 -10.57525 -0.031 0.037 -0.358
C 0.06761 1.62790 -9.44215 0.017 -0.042 -0.448
C 0.23781 1.54347 -8.03821 0.028 -0.023 0.822
C 1.08362 0.58851 -7.47379 -0.161 0.189 -0.069
C 1.19626 0.48974 -6.09969 -0.027 -0.046 0.233
C 0.47410 1.35012 -5.27530 -0.229 0.123 -0.993
C -0.33729 2.32876 -5.84391 0.023 -0.180 0.157
C -0.46961 2.41632 -7.21301 0.127 -0.135 -0.113
N 0.58659 1.29332 -3.86469 -0.350 0.039 0.936
C 1.79723 0.99367 -3.28973 0.765 0.280 0.107
C 1.95306 1.64130 -1.94749 -0.428 -0.133 -0.144
N -0.47235 1.46557 -1.73863 0.257 0.045 -0.601
C -0.48202 1.53603 -3.12297 -0.001 0.112 0.104
H 1.64358 -0.07492 -8.11677 0.001 -0.042 0.005
H 1.84307 -0.26619 -5.68073 0.003 -0.007 0.147
H -0.85916 3.02357 -5.20586 -0.023 0.115 0.025
H -1.10838 3.16610 -7.65075 -0.062 0.083 -0.050
H 2.63711 1.04230 -3.96065 0.045 0.094 -0.175
H 2.89315 1.35124 -1.47910 -0.004 0.009 0.031
H -1.44847 1.63223 -3.57986 -0.050 0.044 -0.233
C 3.61246 -0.50521 4.32462 0.390 0.530 0.508
N 2.95717 -1.48230 3.44466 0.016 -0.371 0.130
C 3.47763 -1.37695 2.07443 0.293 -0.062 -0.832
C 1.47381 -1.30419 3.44410 -1.082 -0.222 -0.069
C 0.78112 -2.46676 2.78104 0.166 -0.337 0.110
C 0.95562 -3.71022 3.39123 -0.050 0.065 0.052
C 0.41245 -4.85544 2.84526 0.039 -0.086 -0.065
C -0.27392 -4.74370 1.64657 -0.054 -0.060 -0.030
C -0.45285 -3.50179 1.06035 0.042 -0.046 0.001
C 0.01762 -2.29414 1.61185 0.540 -0.745 0.506
H 4.69331 -0.58556 4.23409 0.003 -0.092 -0.045
H 3.32864 -0.66848 5.36147 -0.126 -0.109 -0.046
H 3.30686 0.49743 4.03234 -0.067 -0.079 -0.082
H 3.13640 -2.43360 3.79200 0.002 0.248 -0.135
H 3.27569 -0.36610 1.71722 0.064 -0.081 0.132
H 2.96312 -2.09615 1.43514 0.001 0.024 0.148
H 4.54999 -1.57188 2.05995 -0.086 0.010 0.092
H 1.25164 -0.38353 2.91465 0.359 -0.224 0.242
H 1.14959 -1.20856 4.47756 0.248 0.036 0.071
H 1.48152 -3.77763 4.33785 0.094 -0.054 0.150
H 0.52201 -5.81309 3.33105 0.034 -0.060 0.061
H -0.69350 -5.62396 1.17949 0.011 -0.088 -0.044
H -0.98396 -3.48095 0.11385 -0.087 -0.055 0.029
```
Forces are in eV/Å.

2S+1: 4
Net charge: +1
Orbital gap (alpha / beta), eV: 6.75 / 6.53
HOMO (alpha / beta), eV: -8.836 / -8.836
Electronic energy, Ha: -4375.2717
Strongest force on any atom, eV/A: 4.1
ΔE to the lowest compared entry with this formula, charge and spin, kJ/mol: 359.2
Expectation value of S²: 3.77

These are the Mulliken partial charges, in e, on atoms 1 to 8: atom 1 (V): 0.5890, atom 2 (C): -0.7783, atom 3 (C): -1.0960, atom 4 (N): -0.0976, atom 5 (C): -1.6674, atom 6 (C): 0.7675, atom 7 (C): -0.9543, atom 8 (C): -1.1332